Entry from the OMol25 dataset: a structure of composition C4H13NO3 in a non-equilibrium geometry (wB97M-V/def2-TZVPD).

Geometry as XYZ:
```
21
C4H13NO3 wB97M-V/def2-TZVPD
N 0.94423 0.94259 1.36803
C 0.57379 1.00692 0.15808
C 1.53348 0.71920 -0.96029
C -1.57591 1.13807 -1.24020
C -0.86281 1.17912 -0.00633
H 0.08603 0.29091 2.03230
H 1.91746 0.65488 1.49827
H 1.04210 0.81212 -1.93004
H 1.81525 -0.33396 -0.86694
H -1.08281 1.67710 -2.05875
H -1.65152 0.09285 -1.58068
H -1.42668 1.12969 0.93691
H 0.16683 -2.07717 -0.16762
H 2.42279 1.34462 -0.88006
O 0.31636 -2.23885 0.76691
H -2.58864 1.49954 -1.07479
H 0.08325 -2.13548 -3.02068
O 0.07360 -1.38343 -2.39076
H -1.18893 -0.45430 3.10897
H -0.21689 -1.60732 1.29355
O -0.88889 -0.31343 2.20583
```

Calculated values
**Expectation value of S²**: 0.753
**Total charge**: +1
**HOMO energy (spin up / spin down)**: -14.11 / -14.11 eV
**Maximum force**: 0.0633 hartree/bohr
**HOMO-LUMO gap (spin up / spin down)**: 0.232 / 0.232 Ha
**Energy relative to the best compared isomer or geometry (same formula, charge and spin)**: 472.4 kJ/mol
**Spin multiplicity**: 2

Löwdin population analysis, charges in e, atoms 1 to 8: 0.24 -0.30 0.00 0.01 0.16 0.01 0.16 0.07

Entry from the OMol25 dataset: an isolated molecule of CH4FNO2S2 in a non-equilibrium geometry (wB97M-V/def2-TZVPD).

Geometry as XYZ:
```
11
CH4FNO2S2 wB97M-V/def2-TZVPD
C 1.76774 -0.50386 0.46954
N -3.41539 -0.51119 -0.76060
O -1.16928 -0.41426 0.41948
O 0.50613 1.59537 -0.27451
F -2.22666 1.71296 0.13590
S 0.57514 0.06247 -0.51080
S -2.67817 -0.06390 0.44678
H -0.50958 1.97898 -0.33428
H 2.19440 -1.45878 0.15266
H 1.85722 0.26313 1.23617
H -2.97526 -0.22594 -1.64414
```

Calculated values
**HOMO energy**: -9.71 eV
**Maximum force**: 0.0746 hartree/bohr
**HOMO-LUMO gap**: 0.339 Ha
**Energy relative to the best compared isomer or geometry (same formula, charge and spin)**: 105.0 kJ/mol

Löwdin population analysis, charges in e, atoms 1 to 8: -0.24 -0.31 -0.70 -0.38 -0.47 0.99 0.87 0.14

Entry from the OMol25 dataset: a cluster of 2 separate species, C4H11O2P in total in a non-equilibrium geometry (wB97M-V/def2-TZVPD).

Geometry as XYZ:
```
18
C4H11O2P wB97M-V/def2-TZVPD
C -2.23055 0.49517 -0.08252
C 2.64184 -1.44893 -0.58631
C 0.73125 1.79744 0.22411
C -1.13406 -0.51822 -0.38099
O 0.13710 -0.21108 2.00450
O -1.42070 -1.79837 0.07716
P 0.39190 0.02220 0.57482
H -3.19340 0.10400 -0.40973
H -2.27673 0.68088 0.99162
H -2.03780 1.43251 -0.60058
H 2.15641 -1.88302 -1.43649
H 3.31384 -0.63275 -0.75989
H 2.84107 -2.08662 0.25059
H 0.70670 1.99968 -0.84088
H -0.00509 2.39612 0.75844
H 1.72048 2.01948 0.61819
H -0.93097 -0.59805 -1.44917
H -1.41128 -1.77043 1.04717
```

Calculated values
**HOMO energy (spin up / spin down)**: -8.66 / -8.14 eV
**Maximum force**: 0.0479 hartree/bohr
**HOMO-LUMO gap (spin up / spin down)**: 0.302 / 0.298 Ha
**Energy relative to the best compared isomer or geometry (same formula, charge and spin)**: 178.2 kJ/mol

Löwdin population analysis, charges in e, atoms 1 to 8: -0.09 0.04 -0.21 -0.55 -0.39 -0.08 0.79 0.08

Entry from the OMol25 dataset: a cluster of 3 separate species, C19H40BN2O5S in total in a non-equilibrium geometry (wB97M-V/def2-TZVPD).

Geometry as XYZ:
```
68
C19H40BN2O5S wB97M-V/def2-TZVPD
O 4.28583 6.26686 -1.77556
B 3.99831 5.05493 -2.39891
O 4.76154 3.98560 -2.23846
O 2.88543 4.98003 -3.25298
C 1.80492 5.77083 -3.13607
S 0.81738 5.31415 -1.77250
H 4.46863 6.99473 -2.38058
H 4.22240 3.16177 -1.90404
H 1.94791 6.83861 -3.27849
H 0.39485 6.52616 -1.41088
C 0.93832 0.69775 0.57251
C 1.84402 0.58820 -0.67090
C 2.35134 -0.85698 -0.80130
C 3.44042 -1.20666 0.20680
C 4.55576 -0.17022 0.13512
C 4.04809 1.27289 0.27435
N 2.93075 1.59054 -0.64877
O 3.44898 1.62091 -1.97379
C 3.65845 1.54584 1.73871
C 5.20165 2.21826 -0.03600
C 0.97331 0.90226 -1.87458
H 1.24635 0.05319 1.39657
H 0.90214 1.72598 0.93324
H -0.08338 0.39940 0.32024
H 2.75425 -0.98892 -1.80960
H 1.50243 -1.54607 -0.70303
H 3.03162 -1.26923 1.22165
H 3.84485 -2.19913 -0.01799
H 5.30684 -0.36523 0.90982
H 5.05992 -0.26332 -0.83079
H 3.19919 2.53246 1.81862
H 4.55792 1.53250 2.36027
H 2.97395 0.81326 2.16037
H 5.60303 2.03326 -1.02680
H 5.99540 2.07408 0.70590
H 4.86878 3.25654 0.00979
H 0.61328 1.93356 -1.81157
H 0.10326 0.23449 -1.90106
H 1.52571 0.78571 -2.80224
C -3.13477 -4.47499 1.15572
C -4.28350 -3.58126 1.66096
C -5.45911 -3.60367 0.68060
C -5.19328 -2.83181 -0.61160
C -4.72851 -1.40602 -0.31633
C -3.53103 -1.34448 0.63393
N -3.83559 -2.16292 1.85250
O -4.56069 -1.53095 2.70139
C -2.25662 -1.82080 -0.07563
C -3.27484 0.09136 1.06367
C -4.72314 -4.12283 3.01465
H -3.06257 -4.51104 0.07140
H -2.17652 -4.14093 1.55162
H -3.29822 -5.49702 1.49728
H -6.33479 -3.17311 1.17667
H -5.69950 -4.64738 0.46121
H -4.45451 -3.35296 -1.22580
H -6.11000 -2.79758 -1.20384
H -4.45489 -0.89353 -1.24092
H -5.55721 -0.84442 0.12665
H -1.43105 -1.91792 0.62984
H -1.96533 -1.07695 -0.81701
H -2.36834 -2.76021 -0.61005
H -4.15823 0.56099 1.49021
H -2.97454 0.66908 0.18938
H -2.46743 0.14284 1.79433
H -3.90943 -4.06387 3.73851
H -5.00549 -5.16914 2.89144
H -5.57470 -3.57748 3.41207
```

Calculated values
**Expectation value of S²**: 2.008
**Total charge**: -1
**HOMO energy (spin up / spin down)**: -2.61 / -2.61 eV
**Maximum force**: 0.0324 hartree/bohr
**HOMO-LUMO gap (spin up / spin down)**: 0.181 / 0.177 Ha
**Spin multiplicity**: 3

Löwdin population analysis, charges in e, atoms 1 to 8: 0.15 -0.89 0.15 0.00 -0.54 0.79 0.09 0.08

Entry from the OMol25 dataset: a structure of composition C34H44CaCl3N2OP2Si3 in a non-equilibrium geometry (wB97M-V/def2-TZVPD).

Geometry as XYZ:
```
90
C34H44CaCl3N2OP2Si3 wB97M-V/def2-TZVPD
Ca -0.17126 -0.85578 1.39792
C 2.98321 -2.38802 -1.72284
Si 3.14401 -1.33591 -0.15116
C 4.74525 -0.33911 -0.39162
C 3.40277 -2.55118 1.29477
N 1.68322 -0.50616 0.19140
P 1.40464 1.07720 -0.10143
C -0.05726 1.78691 0.37729
P -1.53051 1.09783 -0.11124
N -1.71458 -0.50288 -0.29025
Si -2.44316 -1.58810 -1.37176
C -1.10742 -2.77998 -2.00722
C -3.34100 -0.96534 -2.92317
C -3.68055 -2.66298 -0.40108
C -2.44503 1.91333 -1.49073
C -3.83775 1.96857 -1.49380
C -4.51551 2.52521 -2.56689
C -3.81060 3.03357 -3.64986
C -2.42356 3.00139 -3.64452
C -1.74578 2.45329 -2.56480
C -2.64208 1.55642 1.28736
C -2.50156 2.79997 1.90253
C -3.29387 3.14225 2.98507
C -4.22844 2.24051 3.48019
C -4.36540 0.99614 2.88705
C -3.57787 0.65768 1.79397
C 1.95217 1.32267 -1.84716
C 1.18942 0.58581 -2.75998
C 1.44581 0.64120 -4.11838
C 2.47547 1.44614 -4.59113
C 3.24174 2.17673 -3.69652
C 2.98566 2.11654 -2.33173
C 2.57480 2.06313 0.92311
C 2.83205 3.41217 0.69454
C 3.57212 4.15665 1.60065
C 4.04182 3.57126 2.76816
C 3.76868 2.23587 3.02425
C 3.04373 1.49288 2.10500
H 3.82004 -3.08579 -1.82087
H 2.96543 -1.75045 -2.61011
H 2.05362 -2.96371 -1.70464
H 5.62497 -0.98562 -0.34097
H 4.85668 0.44439 0.35961
H 4.73804 0.13637 -1.37280
H 4.42621 -2.93375 1.32599
H 2.73101 -3.40904 1.18238
H 3.18809 -2.08473 2.25992
H -0.36996 -2.26206 -2.62618
H -1.54429 -3.58556 -2.60553
H -0.58032 -3.22931 -1.16142
H -2.74242 -0.22501 -3.46038
H -4.29984 -0.50250 -2.68822
H -3.52573 -1.80662 -3.59644
H -3.24111 -2.94436 0.55980
H -3.92273 -3.57917 -0.94802
H -4.61722 -2.13537 -0.20357
H -4.38800 1.57042 -0.65039
H -5.59888 2.56133 -2.56576
H -4.34182 3.46067 -4.49201
H -1.87054 3.41203 -4.48147
H -0.66259 2.44734 -2.53762
H -1.74129 3.47412 1.52987
H -3.16872 4.10575 3.46455
H -4.83663 2.50451 4.33686
H -5.07736 0.28494 3.28861
H -3.67732 -0.31404 1.32277
H 0.39159 -0.03919 -2.36719
H 0.84864 0.05822 -4.81010
H 2.68089 1.50090 -5.65343
H 4.05651 2.79145 -4.06144
H 3.60920 2.67369 -1.64536
H 2.42463 3.88882 -0.18933
H 3.76793 5.20438 1.40445
H 4.60367 4.15915 3.48409
H 4.10654 1.77279 3.94323
H 2.82850 0.44908 2.30016
Cl -2.15629 -0.90645 5.21679
Si -0.41810 -0.44466 4.07750
Cl 1.07043 -1.23380 5.41842
Cl -0.18893 1.59291 4.45170
C 0.11553 -5.51369 1.38981
C -0.00947 -4.20562 2.12795
C 0.19123 -4.19259 3.61269
O -0.28894 -3.19444 1.51258
H 0.54721 -6.29763 2.00594
H 0.72526 -5.36910 0.49702
H -0.87851 -5.82332 1.06010
H 0.33052 -5.19025 4.02007
H -0.66405 -3.70760 4.08895
H 1.05529 -3.57380 3.86553
```

Calculated values
**Total charge**: -1
**HOMO energy**: -4.41 eV
**Maximum force**: 0.0392 hartree/bohr
**HOMO-LUMO gap**: 0.247 Ha
**Energy relative to the best compared isomer or geometry (same formula, charge and spin)**: 12.9 kJ/mol

Löwdin population analysis, charges in e, atoms 1 to 8: 1.00 -0.17 0.34 -0.16 -0.17 -0.43 0.59 -0.42

Entry from the OMol25 dataset: a structure of composition C5H6N in a non-equilibrium geometry (wB97M-V/def2-TZVPD).

Geometry as XYZ:
```
12
C5H6N wB97M-V/def2-TZVPD
C -0.87872 0.78770 0.06036
C -1.56489 -0.57657 -0.09135
C 2.08398 0.02334 0.62189
C 1.98633 0.02152 -0.63123
C 0.35708 -0.16543 -0.10514
N -0.23904 -1.28215 -0.03091
H -1.10439 1.62858 -0.64028
H -1.04827 1.11924 1.09478
H -2.10643 -0.83275 0.80696
H -1.84876 -0.88002 -1.12790
H 2.38860 0.03018 1.68250
H 1.97450 0.12636 -1.63967
```

Calculated values
**Total charge**: +1
**HOMO energy**: -15.84 eV
**Maximum force**: 0.1025 hartree/bohr
**HOMO-LUMO gap**: 0.360 Ha
**Energy relative to the best compared isomer or geometry (same formula, charge and spin)**: 571.6 kJ/mol

Löwdin population analysis, charges in e, atoms 1 to 8: -0.04 -0.11 0.26 0.17 -0.28 0.20 0.13 0.12

Question: The highest maximum force belongs to which entry?
Answer: C5H6N

Question: Which of these has the lowest maximum force?
Answer: C19H40BN2O5S